1.
{"formula": "C3H10S3", "method": "ωB97M-V/def2-TZVPD", "elements": ["C", "C", "S", "H", "H", "H", "H", "H", "H", "C", "S", "S", "H", "H", "H", "H"], "coordinates": [[-2.819, 2.959, -0.889], [-2.322, 3.916, 0.202], [-1.291, 2.915, 1.327], [-3.675, 2.426, -0.479], [-1.921, 2.431, -1.172], [-3.242, 3.459, -1.762], [-1.698, 4.731, -0.171], [-3.091, 4.382, 0.820], [-1.059, 3.715, 2.368], [2.131, -4.184, -0.009], [3.726, -3.548, -0.607], [5.022, -4.767, 0.517], [1.728, -3.404, 0.642], [2.159, -5.153, 0.468], [1.404, -4.165, -0.826], [4.948, -5.713, -0.429]], "forces_ev_per_angstrom": [[-0.371, 1.296, 0.626], [0.163, 0.855, 0.568], [0.179, -0.801, -0.153], [0.519, -0.847, -0.031], [-0.308, -0.939, -0.366], [0.357, 0.348, 0.025], [-0.085, -0.180, -0.261], [-0.250, -0.171, -0.337], [-0.204, 0.436, -0.071], [-0.811, 1.445, -0.270], [0.326, -0.740, 0.587], [-0.509, 0.494, -0.771], [0.114, -0.415, 0.492], [0.237, -0.063, -0.013], [0.312, -0.415, -0.251], [0.331, -0.304, 0.226]], "homo_ev": -9.0, "gap_ev": 9.48, "smiles": "CCS.CSS", "multiplicity": 1}

2.
{"formula": "CH2Cl3N", "method": "ωB97M-V/def2-TZVPD", "elements": ["N", "C", "Cl", "Cl", "H", "Cl", "H"], "coordinates": [[0.661, 1.093, -0.035], [1.436, 0.146, -0.200], [1.153, -1.027, -1.463], [2.777, -0.180, 0.638], [-0.215, 0.996, -0.690], [-3.040, -1.178, 0.777], [-2.771, 0.151, 0.973]], "forces_ev_per_angstrom": [[-2.719, 0.752, -0.751], [-2.193, -0.305, -2.145], [-0.063, -0.587, -0.448], [2.604, -0.233, 1.843], [2.345, 0.353, 1.491], [0.484, 2.255, 0.303], [-0.458, -2.236, -0.294]], "homo_ev": -10.9, "gap_ev": 11.44, "smiles": "N=C(Cl)Cl.Cl", "multiplicity": 1}

3.
{"formula": "C23H25N5O3S2", "method": "ωB97M-V/def2-TZVPD", "elements": ["N", "C", "O", "C", "C", "N", "C", "O", "C", "S", "C", "N", "N", "C", "C", "C", "C", "C", "C", "C", "N", "C", "C", "C", "C", "C", "O", "S", "C", "C", "C", "C", "C", "H", "H", "H", "H", "H", "H", "H", "H", "H", "H", "H", "H", "H", "H", "H", "H", "H", "H", "H", "H", "H", "H", "H", "H", "H"], "coordinates": [[1.452, 0.175, 2.646], [1.151, -0.377, 1.450], [0.349, 0.169, 0.693], [1.841, -1.619, 1.108], [1.469, -2.346, -0.011], [0.455, -1.993, -0.859], [0.092, -2.757, -1.914], [0.681, -3.779, -2.203], [-1.111, -2.255, -2.685], [-1.112, -0.451, -2.923], [-1.883, -0.001, -1.425], [-2.460, -0.833, -0.597], [-2.944, -0.110, 0.414], [-2.656, 1.152, 0.213], [-3.078, 2.204, 1.123], [-2.394, 3.405, 1.300], [-2.871, 4.345, 2.198], [-4.018, 4.102, 2.932], [-4.691, 2.900, 2.776], [-4.226, 1.959, 1.881], [-1.976, 1.281, -0.977], [-1.425, 2.438, -1.620], [0.030, 2.702, -1.168], [1.098, 2.092, -2.091], [2.131, 3.211, -2.209], [1.244, 4.446, -2.079], [0.272, 4.103, -1.112], [2.374, -3.795, -0.258], [3.295, -3.425, 1.159], [2.915, -2.275, 1.773], [3.750, -2.027, 2.994], [4.902, -3.046, 2.836], [4.406, -4.130, 1.856], [2.006, -0.315, 3.324], [0.932, 0.987, 2.935], [-0.029, -1.135, -0.574], [-1.129, -2.716, -3.672], [-2.022, -2.493, -2.133], [-1.481, 3.614, 0.767], [-2.334, 5.274, 2.325], [-4.384, 4.843, 3.628], [-5.582, 2.700, 3.352], [-4.735, 1.017, 1.749], [-2.035, 3.308, -1.363], [-1.473, 2.282, -2.702], [0.143, 2.303, -0.152], [1.507, 1.177, -1.669], [0.674, 1.864, -3.070], [2.681, 3.186, -3.146], [2.836, 3.171, -1.378], [1.767, 5.333, -1.719], [0.759, 4.679, -3.038], [3.174, -2.235, 3.901], [4.133, -1.006, 3.050], [5.768, -2.543, 2.405], [5.201, -3.470, 3.793], [4.029, -5.009, 2.386], [5.190, -4.463, 1.176]], "forces_ev_per_angstrom": [[0.034, 0.187, 0.247], [0.191, -0.059, 0.058], [-0.203, 0.139, -0.055], [-0.205, -0.296, -0.476], [0.097, -0.061, 0.118], [-0.087, 0.249, 0.193], [-0.261, 0.188, -0.134], [-0.155, -0.144, -0.253], [-0.073, 0.267, -0.035], [0.038, -0.139, -0.403], [-0.204, -0.056, 0.058], [0.422, -0.363, -0.897], [-0.386, 0.636, 0.978], [0.101, -0.436, -0.275], [-0.152, 0.385, 0.276], [-0.054, -0.152, -0.025], [0.008, 0.140, 0.056], [0.028, 0.045, 0.028], [-0.012, -0.001, 0.041], [0.048, 0.014, -0.091], [-0.330, -0.836, 0.225], [0.432, 0.633, -0.027], [-0.181, -0.375, 0.205], [0.041, 0.168, 0.093], [-0.195, 0.172, 0.105], [0.326, 0.101, -0.246], [-0.189, 0.061, 0.044], [0.374, 0.191, 0.599], [-0.237, 0.415, -0.015], [0.277, -0.475, -0.258], [0.034, 0.016, 0.074], [-0.005, -0.001, 0.034], [0.048, -0.227, -0.003], [-0.001, -0.003, 0.016], [-0.001, -0.050, -0.025], [0.084, -0.267, -0.164], [0.035, 0.024, 0.102], [0.051, -0.113, -0.074], [0.110, 0.023, -0.083], [0.041, 0.068, 0.012], [-0.024, 0.059, 0.048], [-0.072, -0.025, 0.035], [-0.060, -0.067, -0.013], [0.054, -0.132, -0.091], [-0.077, 0.107, 0.090], [-0.081, 0.071, -0.204], [-0.036, -0.092, -0.050], [0.028, -0.026, -0.015], [0.076, -0.009, -0.031], [0.049, 0.022, -0.008], [-0.021, -0.025, -0.082], [0.074, 0.027, 0.046], [-0.002, 0.089, 0.085], [-0.026, 0.033, 0.089], [0.011, 0.006, 0.014], [0.083, 0.014, 0.013], [0.073, -0.059, 0.004], [0.064, -0.064, 0.046]], "homo_ev": -7.8, "gap_ev": 8.37, "smiles": "NC(=O)c1c(NC(=O)CSc2nnc(-c3ccccc3)n2C[C@H]2CCCO2)sc2c1CCC2", "multiplicity": 1}

4.
{"formula": "C3H2AlLiO3", "method": "ωB97M-V/def2-TZVPD", "elements": ["C", "C", "O", "C", "O", "O", "Li", "H", "H", "Al"], "coordinates": [[-0.772, 1.362, 0.945], [-0.278, 0.157, 0.263], [-0.621, 0.138, -1.113], [0.098, -0.615, -1.974], [1.184, -1.071, -1.549], [-0.425, 1.451, 2.181], [1.143, -1.617, -3.366], [0.803, 0.015, 0.416], [-1.207, -0.343, 0.875], [0.075, 0.523, 3.322]], "forces_ev_per_angstrom": [[0.965, 0.773, 1.526], [-1.908, 0.641, 0.429], [-0.532, -0.945, -2.572], [2.174, 1.395, 6.505], [-2.782, 0.367, -2.756], [-3.241, 4.774, -8.012], [0.846, -0.841, -1.230], [-0.430, -0.734, 0.454], [2.132, -0.647, -1.211], [2.777, -4.781, 6.866]], "charge": 2, "homo_ev": [-17.0, -17.3], "gap_ev": [5.80, 5.53], "multiplicity": 1}

M / g mol⁻¹: 142.314, 134.393, 483.619, 119.969
Energy / eV: -35778.2906, -40126.1341, -59521.5768, -16064.4552